# 1
ORCA calculation (ωB97M-V/def2-TZVPD) on a structure of composition C32H31N4O3PSZr.

The geometry in XYZ format:
```
73
Properties=species:S:1:pos:R:3:lowdin_charge:R:1
Zr 0.1138 -0.6943 -0.5061 1.76
O -1.4586 -1.3851 -1.3019 -0.28
C -2.6233 -1.3791 -0.6366 -0.31
C -3.3972 -2.5441 -0.6097 0.01
C -4.6394 -2.5696 -0.0071 -0.04
C -5.1577 -1.4182 0.5750 -0.05
C -4.4157 -0.2567 0.5732 -0.01
C -3.1411 -0.2100 -0.0134 -0.09
C -2.3459 1.0001 0.0645 -0.25
N -1.0084 1.0437 -0.0136 -0.07
C -0.6370 2.3510 0.1722 -0.09
C -1.7560 3.1036 0.3618 -0.03
N -2.8148 2.2459 0.2896 0.16
H -2.9805 -3.4273 -1.0737 0.12
H -5.2124 -3.4837 0.0137 0.12
H -6.1284 -1.4327 1.0440 0.12
H -4.8114 0.6196 1.0665 0.12
H 0.4019 2.6352 0.1567 0.12
H -1.8772 4.1500 0.5474 0.13
H -3.7881 2.5073 0.3639 0.18
O 2.0838 -0.1973 -0.0978 -0.45
P 2.9902 -1.4252 -0.1600 0.88
C 1.8599 -2.8259 -0.5355 -0.33
C 1.6706 -3.8752 0.3612 -0.05
C 0.7415 -4.8653 0.0780 -0.01
C -0.0102 -4.8065 -1.0866 -0.03
C 0.1592 -3.7606 -1.9871 -0.05
C 1.1035 -2.7708 -1.7224 -0.21
C 3.7803 -1.7360 1.4230 -0.30
C 3.1224 -1.3604 2.5929 -0.06
C 3.6991 -1.6549 3.8162 -0.04
C 4.9180 -2.3160 3.8684 -0.04
C 5.5813 -2.6618 2.7013 -0.05
C 5.0132 -2.3769 1.4739 -0.06
C 4.1863 -1.2840 -1.5212 -0.28
C 4.2051 -2.1382 -2.6199 -0.07
C 5.1767 -1.9822 -3.5935 -0.05
C 6.1353 -0.9907 -3.4660 -0.04
C 6.1221 -0.1398 -2.3715 -0.05
C 5.1476 -0.2830 -1.4004 -0.08
H 2.2699 -3.9313 1.2605 0.12
H 0.6238 -5.6933 0.7595 0.13
H -0.7176 -5.5916 -1.3018 0.12
H -0.4046 -3.7444 -2.9122 0.13
H 1.3322 -2.0203 -2.4897 0.11
H 2.1759 -0.8358 2.5328 0.09
H 3.2100 -1.3689 4.7348 0.12
H 5.3594 -2.5547 4.8235 0.12
H 6.5412 -3.1483 2.7472 0.12
H 5.5186 -2.6311 0.5553 0.11
H 3.4875 -2.9398 -2.7080 0.10
H 5.1963 -2.6485 -4.4414 0.12
H 6.9004 -0.8901 -4.2173 0.12
H 6.8797 0.6215 -2.2725 0.12
H 5.1346 0.3677 -0.5376 0.12
S -1.0508 0.0257 3.3113 0.76
C -0.5237 -0.9016 2.1655 -0.95
N -0.1060 -1.6224 1.2988 -0.08
C -0.5785 -0.5306 -4.5121 0.01
N 0.5262 0.4104 -4.4760 -0.11
C 1.0070 0.8902 -5.7541 -0.01
C 1.0409 0.8137 -3.3273 -0.40
C 2.1789 1.7879 -3.3246 0.05
O 0.5942 0.3735 -2.2291 -0.18
H -1.4411 -0.0542 -4.9797 0.12
H -0.8509 -0.8373 -3.4952 0.07
H -0.2924 -1.3981 -5.1065 0.11
H 0.4797 0.3705 -6.5484 0.10
H 2.0733 0.6993 -5.8635 0.10
H 0.8220 1.9573 -5.8679 0.11
H 1.9047 2.7275 -3.8015 0.11
H 3.0400 1.3899 -3.8596 0.10
H 2.4691 1.9910 -2.2950 0.09
```

Values from the calculation:
- orbital gap (eV) = 7.75
- spin multiplicity = 1
- total charge = +2
- E_HOMO (eV) = -13.5472
- LUMO level (eV) = -5.797


# 2
ORCA calculation (ωB97M-V/def2-TZVPD) on a structure of composition C32H32As2BN4Zn.

The geometry in XYZ format:
```
72
Properties=species:S:1:pos:R:3:lowdin_charge:R:1
Zn 1.1036 0.5210 0.1781 0.41
B 1.7735 3.6360 0.0527 -0.39
N 2.3545 2.7405 -1.0912 -0.07
C 3.0913 3.1774 -2.1144 -0.06
C 3.3409 2.1204 -2.9778 -0.03
C 2.7041 1.0380 -2.3873 -0.13
N 2.1035 1.4262 -1.2565 -0.08
N 1.8522 2.9084 1.4542 -0.07
C 1.9101 3.5523 2.6205 -0.07
C 1.9308 2.6244 3.6532 -0.04
C 1.8787 1.3985 3.0063 -0.15
N 1.8321 1.5778 1.6825 -0.08
H 0.6235 3.9415 -0.1815 0.06
H 2.4921 4.5945 0.1216 0.08
H 3.3988 4.2084 -2.1562 0.13
H 3.9139 2.1337 -3.8876 0.10
H 2.6657 0.0079 -2.7017 0.10
H 1.9570 4.6284 2.6429 0.13
H 1.9969 2.8148 4.7094 0.10
H 1.8929 0.4046 3.4200 0.11
C -1.0222 -2.1071 0.7660 -0.40
C -1.9474 -1.1647 0.0061 -0.40
As -1.3798 0.7120 0.1684 1.29
C -2.2881 1.2793 1.7717 -0.37
C -1.8545 0.7770 2.9954 -0.12
C -2.5095 1.1297 4.1647 -0.07
C -3.5913 1.9982 4.1149 -0.07
C -4.0134 2.5127 2.8984 -0.06
C -3.3660 2.1549 1.7236 -0.09
C -2.2623 1.6122 -1.2725 -0.40
C -1.6137 2.6895 -1.8680 -0.10
C -2.2318 3.3738 -2.9061 -0.06
C -3.4846 2.9765 -3.3498 -0.07
C -4.1277 1.8959 -2.7587 -0.07
C -3.5198 1.2116 -1.7174 -0.11
As 0.8169 -1.9215 0.1031 1.28
C 0.5623 -2.6061 -1.6808 -0.39
C 0.2884 -1.7035 -2.7054 -0.14
C -0.0175 -2.1674 -3.9776 -0.06
C -0.0470 -3.5321 -4.2252 -0.06
C 0.2193 -4.4330 -3.2027 -0.06
C 0.5183 -3.9746 -1.9279 -0.09
C 1.8229 -3.2691 1.0274 -0.40
C 2.9297 -3.8357 0.4030 -0.11
C 3.6954 -4.7717 1.0812 -0.06
C 3.3626 -5.1350 2.3794 -0.06
C 2.2644 -4.5622 3.0040 -0.07
C 1.4928 -3.6254 2.3304 -0.10
H -1.3055 -3.1480 0.6051 0.09
H -1.0518 -1.9114 1.8380 0.05
H -2.9699 -1.2391 0.3752 0.08
H -1.9509 -1.4110 -1.0564 0.06
H -0.9952 0.1185 3.0465 0.08
H -2.1715 0.7354 5.1141 0.11
H -4.1012 2.2786 5.0269 0.11
H -4.8507 3.1969 2.8599 0.11
H -3.7015 2.5638 0.7788 0.10
H -0.6340 3.0040 -1.5255 0.06
H -1.7319 4.2157 -3.3663 0.11
H -3.9642 3.5101 -4.1597 0.11
H -5.1049 1.5881 -3.1066 0.11
H -4.0307 0.3757 -1.2549 0.11
H 0.3019 -0.6345 -2.5201 0.08
H -0.2310 -1.4632 -4.7711 0.11
H -0.2798 -3.8956 -5.2172 0.11
H 0.1916 -5.4970 -3.3966 0.11
H 0.7224 -4.6823 -1.1337 0.11
H 3.1928 -3.5555 -0.6107 0.11
H 4.5531 -5.2171 0.5953 0.11
H 3.9615 -5.8668 2.9047 0.11
H 2.0052 -4.8454 4.0154 0.11
H 0.6340 -3.1889 2.8256 0.10
```

Values from the calculation:
- orbital gap (eV) = 9.38
- spin multiplicity = 1
- total charge = +1
- E_HOMO (eV) = -11.4231
- ΔE to the lowest compared entry with this formula, charge and spin (kcal per mole) = 5.7
- LUMO level (eV) = -2.044


# 3
ORCA calculation (ωB97M-V/def2-TZVPD) on a structure of composition C32H32AsBrF6InN5O2Sb.

The geometry in XYZ format:
```
81
Properties=species:S:1:pos:R:3:mulliken_spin:R:1
In 0.0701 -0.6646 -0.1245 0.00
C 0.8901 2.4213 -0.6264 0.00
N -0.1317 1.5377 -1.2118 0.00
C -1.5013 2.0041 -0.9962 0.00
C -1.8308 1.7255 0.4401 0.00
N -1.1735 0.8241 1.1335 0.00
C -1.7173 0.8463 2.4153 0.00
C -1.3516 0.1608 3.5715 0.02
C -2.0821 0.4149 4.7152 0.00
C -3.1420 1.3356 4.7230 0.00
C -3.4894 2.0459 3.5919 0.00
C -2.7502 1.7834 2.4452 0.00
N -2.7840 2.3331 1.1680 0.00
C 2.0171 1.6252 -0.0463 0.00
N 1.8623 0.4089 0.4327 0.00
C 3.0967 0.0259 0.9643 0.00
C 3.5118 -1.1696 1.5407 0.00
C 4.8282 -1.2438 1.9438 0.00
C 5.7114 -0.1637 1.7829 0.00
C 5.3058 1.0241 1.2118 0.00
C 3.9788 1.0911 0.8104 0.00
N 3.2545 2.0842 0.1594 0.00
H 1.2599 3.1543 -1.3460 0.00
H 0.4308 2.9680 0.2020 0.00
H 0.0655 1.3976 -2.1974 0.00
H -1.6517 3.0605 -1.2389 0.00
H -2.1686 1.4190 -1.6360 0.00
H -0.4933 -0.4972 3.5834 -0.01
H -1.8149 -0.0816 5.6378 0.00
H -3.6771 1.5148 5.6443 0.00
H -4.2826 2.7791 3.6061 0.00
H -3.4034 3.0620 0.8481 0.00
H 2.8310 -2.0032 1.6427 0.00
H 5.1974 -2.1578 2.3864 0.00
H 6.7391 -0.2705 2.1007 0.00
H 5.9880 1.8506 1.0740 0.00
H 3.6291 2.9532 -0.1886 0.00
C 0.0569 -3.7689 -2.3728 0.00
As -0.7522 -2.0210 -2.2853 0.00
C -0.7872 -1.1190 -3.9930 0.00
C -2.6665 -2.4622 -2.0665 0.00
C -3.1212 -3.4331 -3.1171 0.00
C -3.1049 -4.8031 -2.8631 0.00
C -3.4832 -5.7103 -3.8399 0.00
C -3.8909 -5.2583 -5.0875 0.00
C -3.9343 -3.8950 -5.3446 0.00
C -3.5538 -2.9902 -4.3656 0.00
H -0.1266 -4.1951 -3.3576 0.00
H -0.4181 -4.3779 -1.6048 0.00
H 1.1234 -3.6941 -2.1905 0.00
H -0.8363 -1.8748 -4.7750 0.00
H 0.1086 -0.5209 -4.1285 0.00
H -1.6823 -0.4982 -4.0145 0.00
H -3.2143 -1.5195 -2.1282 0.00
H -2.7869 -2.8648 -1.0652 0.00
H -2.8097 -5.1613 -1.8833 0.00
H -3.4690 -6.7705 -3.6266 0.00
H -4.1822 -5.9643 -5.8526 0.00
H -4.2774 -3.5363 -6.3050 0.00
H -3.6141 -1.9273 -4.5687 0.00
Br -2.7112 -5.9228 6.2683 0.26
C -2.1998 -4.8527 4.8857 0.23
C -0.8112 -4.6480 4.6502 0.11
C -0.4350 -3.8517 3.6063 0.01
C -1.4189 -3.2553 2.7914 0.13
C -2.7954 -3.4576 3.0325 0.00
C -3.1949 -4.2504 4.0689 0.09
C -1.0006 -2.3846 1.6356 0.10
O -1.8601 -1.9315 0.8693 0.04
O 0.2396 -2.1370 1.5149 0.02
H -0.0804 -5.1226 5.2896 0.00
H 0.6086 -3.6746 3.3878 0.00
H -3.5149 -2.9788 2.3845 -0.01
H -4.2404 -4.4288 4.2748 0.00
F 2.2409 -1.8026 -1.2745 0.00
Sb 3.1246 -1.0724 -2.8498 0.00
F 4.2488 -0.0274 -1.7731 0.00
F 1.7473 0.2956 -2.6468 0.00
F 3.6969 -0.1597 -4.3722 0.00
F 1.8753 -2.0374 -3.8948 0.00
F 4.2685 -2.5361 -2.7943 0.00
```

Values from the calculation:
- orbital gap (alpha / beta) (eV) = 6.70 / 3.02
- spin multiplicity = 2
- total charge = +2
- E_HOMO (alpha / beta) (eV) = -13.1224 / -13.1217
- ΔE to the lowest compared entry with this formula, charge and spin (kcal per mole) = 25.1
- LUMO level (alpha / beta) (eV) = -6.421 / -10.101
- ⟨S²⟩ = 0.772


Number 1: E_tot -67187.878 eV. Number 2: E_tot -210431.745 eV. Number 3: E_tot -204139.057 eV.